1.
{
  "formula": "C17H26FeN7O8P",
  "method": "wB97M-V/def2-TZVPD",
  "symbols": ["C", "H", "H", "O", "H", "H", "O", "H", "O", "N", "N", "O", "H", "C", "H", "H", "C", "H", "O", "H", "N", "H", "C", "C", "H", "N", "C", "H", "N", "C", "H", "C", "C", "H", "C", "C", "H", "H", "N", "N", "P", "C", "O", "H", "C", "H", "Fe", "C", "H", "H", "O", "H", "H", "H", "C", "H", "C", "C", "H", "O"],
  "xyz": [[-0.7331, -1.2971, -2.5347], [-3.4133, 1.7152, 4.0416], [2.4026, 2.9392, 1.5112], [-1.2849, 1.3364, 1.7581], [-1.8377, -4.4453, -0.6582], [-0.9928, -1.0017, -6.3930], [-0.1501, -1.4879, 1.3166], [-3.2885, -1.7170, 0.7165], [0.9803, -0.0099, 3.5739], [-0.6031, -1.3774, -1.1810], [0.1374, 1.9258, -1.5020], [-1.1823, -3.4582, 1.5956], [-2.0192, 2.6766, 3.7161], [-0.7675, -2.5309, 0.9294], [2.3400, 2.2031, 3.1279], [1.3369, -1.3116, 5.1692], [4.7160, -0.2272, 3.0967], [-0.2241, -0.4666, 5.1370], [1.8896, 0.9432, 1.5254], [-3.0429, -0.8124, 2.9796], [-2.6051, 1.8948, 3.4732], [0.0100, 0.8278, -5.0782], [-0.9805, -2.4892, -0.5815], [-3.1045, -0.6643, 0.8576], [0.1599, 3.6710, -3.3678], [2.2624, 0.4817, -1.2493], [-2.2819, 1.1055, 2.4415], [-2.1916, -4.3206, -3.1471], [2.2301, 1.5068, -2.1986], [1.1100, 2.2431, -2.3455], [1.7610, 3.2994, -3.9787], [-0.3590, -0.0506, -4.5646], [-0.2662, -0.1459, -3.2051], [5.3032, -0.1836, 4.0109], [-0.9285, -1.0957, -5.3178], [0.5223, -0.9718, 4.5275], [0.8303, 2.5776, 2.2656], [0.1630, 0.6357, -2.5957], [1.0203, 3.1428, -3.3177], [-1.1022, 2.4558, -1.5397], [2.1221, -0.4133, 2.5114], [1.8605, 2.2450, 2.1533], [-1.9146, 1.8163, -0.8818], [-2.9730, -0.0280, -0.0040], [-1.3025, -2.3546, -3.2920], [0.0738, -1.8267, 4.0175], [-0.1017, 0.2401, 0.2314], [-3.2264, -0.0620, 2.2048], [-1.8091, -3.0356, -5.2732], [-4.2507, 0.3057, 2.3644], [-1.3627, 3.4759, -2.1599], [2.7840, 0.7423, -0.4196], [3.0441, 1.6978, -2.7605], [4.7872, -1.2330, 2.6749], [-1.3892, -2.2213, -4.6965], [5.1219, 0.4880, 2.3775], [-1.5556, -3.5850, -1.2470], [-1.7344, -3.5072, -2.5974], [2.6333, -0.3682, -1.6550], [3.3761, 0.1069, 3.4363]],
  "lowdin_charge": [-0.18, 0.12, 0.09, -0.03, 0.13, 0.11, -0.17, 0.07, -0.36, 0.11, 0.05, 0.08, 0.13, -0.62, 0.08, 0.09, -0.14, 0.09, -0.45, 0.14, 0.20, 0.10, -0.18, 0.06, 0.11, 0.07, -0.48, 0.13, 0.02, -0.42, 0.13, -0.05, -0.03, 0.09, -0.06, -0.10, 0.07, 0.03, 0.24, -0.39, 0.90, -0.10, 0.04, 0.04, -0.14, 0.08, 0.92, -0.15, 0.12, 0.13, 0.08, 0.08, 0.16, 0.08, -0.02, 0.08, 0.03, 0.03, 0.12, -0.36],
  "spin_multiplicity": 6,
  "total_charge": 1,
  "lumo_energy_ev": [-3.017, -3.021],
  "s2": 8.760,
  "orbital_gap_ev": [7.72, 8.51],
  "relative_energy_kj_mol": 157.3
}

2.
{
  "formula": "C17H26GeN3O7STa",
  "method": "wB97M-V/def2-TZVPD",
  "symbols": ["H", "H", "H", "H", "H", "N", "H", "Ge", "H", "H", "O", "H", "C", "C", "C", "H", "C", "O", "C", "C", "C", "C", "N", "H", "H", "H", "O", "H", "H", "H", "C", "H", "S", "H", "H", "H", "H", "C", "H", "C", "C", "O", "C", "C", "H", "O", "C", "C", "O", "C", "H", "H", "N", "O", "Ta", "H"],
  "xyz": [[-1.4986, 1.0557, 3.2247], [-1.4445, -4.1590, -3.6615], [-1.3987, 2.4264, 4.3607], [4.0210, -0.0593, 1.0476], [-0.1751, 1.1270, 4.3864], [-0.4191, -2.4227, -4.3949], [-4.2546, -3.1477, -0.4900], [0.2925, 2.6930, 2.4627], [-0.1089, 1.0662, -3.4464], [2.0441, 4.5506, 2.7807], [2.3001, -0.7009, 0.0868], [-1.4625, 4.4909, 1.8729], [2.2229, 0.6512, 2.0946], [0.5801, 1.3044, -2.6172], [-0.8787, 3.7707, 1.2949], [-1.1381, -1.9796, -4.9360], [-4.2412, -2.1910, 0.0128], [0.1853, -1.2073, 1.8399], [1.2677, 1.4536, 1.3443], [-0.5386, -3.5812, -3.6754], [0.6392, -3.7153, -3.0096], [-5.3483, -1.7090, 0.6511], [1.4851, -2.6687, -3.3032], [-0.2872, 4.3205, 0.5594], [0.8295, 4.6265, 4.0671], [-3.9262, 1.1707, 1.7314], [3.8042, -2.9613, -0.6384], [-1.5606, 3.1088, 0.7588], [3.6780, 0.1424, -1.2073], [0.4924, 2.3879, -2.4378], [1.4348, 3.9501, 3.4589], [1.6034, 1.1367, -3.0026], [-1.6141, -2.0488, -0.7697], [2.0950, 3.3751, 4.1079], [1.1490, -0.9802, -4.5552], [4.9276, -2.7446, -2.6097], [2.2695, -0.6657, -1.9224], [-3.0136, -1.4825, -0.0151], [1.7065, 1.8944, 0.4430], [-5.2914, -0.4703, 1.3060], [-0.8208, 1.7296, 3.7481], [-1.9477, 0.5112, 0.6332], [3.0101, -0.3966, 1.2934], [3.7939, -1.9855, -1.3318], [-6.2637, -2.2872, 0.6578], [0.3033, 0.5709, -1.4947], [3.0030, -0.7160, -1.1173], [0.8123, -1.9148, -4.1363], [2.4270, 0.6925, 3.2997], [-4.1096, 0.2130, 1.2681], [0.9154, -4.4763, -2.2996], [-6.1364, -0.0566, 1.8350], [-3.0324, -0.2795, 0.6241], [4.5436, -1.8705, -2.4548], [0.0137, -0.2472, 0.3662], [3.0607, -1.2945, 1.9088]],
  "lowdin_charge": [-0.01, 0.10, 0.01, 0.13, 0.02, 0.05, 0.10, 0.77, 0.06, 0.01, -0.27, 0.00, -0.56, -0.28, -0.23, 0.14, -0.10, -0.55, -0.36, -0.16, -0.17, -0.09, 0.07, 0.01, 0.00, 0.14, 0.13, -0.01, 0.15, 0.07, -0.23, 0.06, 0.67, 0.01, 0.11, 0.12, 0.09, -0.68, 0.05, -0.08, -0.21, -0.31, -0.11, -0.51, 0.10, -0.50, -0.13, -0.21, 0.01, -0.03, 0.10, 0.10, -0.18, 0.08, 1.37, 0.13],
  "spin_multiplicity": 2,
  "total_charge": -1,
  "lumo_energy_ev": [2.550, 2.543],
  "s2": 0.754,
  "orbital_gap_ev": [5.15, 7.25],
  "relative_energy_kj_mol": 137.6
}

3.
{
  "formula": "C17H26I2N4O3",
  "method": "wB97M-V/def2-TZVPD",
  "symbols": ["O", "C", "C", "C", "H", "H", "C", "N", "I", "H", "C", "C", "H", "C", "H", "C", "C", "H", "H", "O", "C", "N", "H", "H", "H", "H", "H", "H", "H", "C", "H", "H", "C", "N", "H", "H", "C", "H", "C", "C", "C", "H", "O", "H", "C", "H", "I", "H", "H", "N", "H", "H"],
  "xyz": [[3.4023, 0.1871, -0.3366], [1.8119, 2.8705, -5.1733], [-3.4764, -0.7728, 1.4166], [2.8211, -0.7728, -1.0823], [4.3429, -2.4564, -0.7090], [2.4773, 1.1754, 2.2126], [-1.7682, 0.1078, -1.9644], [-1.6369, 2.2047, 1.0432], [-3.4292, -2.4510, -1.4860], [-2.9997, 0.7494, 3.0343], [-3.5460, -0.1987, 2.8620], [3.2626, -2.2023, -0.7148], [-2.3227, -1.9077, 3.6493], [-2.2966, -0.2714, 0.5196], [1.5581, -3.5251, -1.0456], [-1.9696, 1.2020, 0.6641], [-3.0986, -1.2063, 3.9901], [1.0522, 2.5502, 0.4521], [-0.1204, 2.4467, -4.7314], [2.0057, -0.6011, -1.9372], [-2.7735, -0.4566, -0.9931], [3.0809, 2.4557, -4.8807], [-0.8453, -0.2769, 2.7509], [-1.3152, -2.1821, 0.5783], [0.7743, 1.5555, 2.5271], [3.3946, 2.2095, -0.0016], [0.5867, 0.9801, -0.2302], [1.7222, -1.2117, 1.3420], [-2.7966, -0.6004, 4.8619], [-0.9777, -1.1246, 0.6758], [2.4733, 1.7463, -1.4429], [-0.3524, -1.9953, 2.5729], [1.4405, 0.9604, 1.8641], [0.8273, 2.1749, -4.5442], [-0.2638, -0.9605, -0.1559], [-4.6143, 0.0256, 3.0696], [1.3537, 1.4794, 0.3891], [3.8364, 2.9445, -5.3257], [1.1955, -0.5650, 2.0685], [2.3366, -3.1531, -0.3539], [-0.3137, -0.9926, 2.0889], [2.3588, -3.5408, 0.6851], [1.5848, 3.7924, -5.9391], [-4.4329, -0.6487, 0.8627], [2.6937, 1.4430, -0.3962], [1.6012, -0.8217, 3.0761], [-4.8964, -2.2718, 4.6387], [-3.6729, 0.1905, -1.0897], [-3.3492, -1.8760, 1.5131], [-1.0135, 0.4774, -2.7089], [0.9975, 1.4140, -3.9110], [3.2896, 1.7002, -4.2551]],
  "lowdin_charge": [0.01, -0.70, -0.18, -0.51, 0.11, 0.11, -0.27, 0.22, 0.94, 0.10, -0.31, -0.05, 0.03, -0.44, 0.08, -0.17, -0.61, 0.12, 0.09, 0.09, -0.65, 0.14, 0.10, 0.08, 0.11, 0.13, 0.07, 0.08, 0.05, -0.14, 0.12, 0.11, -0.17, 0.15, 0.10, 0.06, -0.17, 0.10, -0.18, 0.02, -0.17, 0.08, 0.01, 0.11, -0.16, 0.12, 0.72, 0.10, 0.09, 0.21, 0.05, 0.08],
  "lumo_energy_ev": -0.597,
  "smiles": "C=CC(=O)OCCCCCC[C@](C#N)(CCCI)[C@H](I)C#N.NC(N)=O",
  "orbital_gap_ev": 8.31
}